16
Properties=species:S:1:pos:R:3:lowdin_charge:R:1 method="wB97M-V/def2-TZVPD" de_lowest_ev=2.721 total_energy_ev=-9668.1747 gap_ev=9.317 lumo_energy_ev=0.63
N 2.445 -0.612 0.600 -0.07
H -0.471 0.287 1.707 0.08
H 1.019 -1.726 -0.456 0.07
H -2.073 1.598 -1.656 0.10
H 1.842 -0.520 1.413 0.03
H -3.071 0.205 -1.425 0.11
N -2.288 0.768 -1.127 0.14
C -1.584 0.517 -0.025 -0.45
C 1.696 -0.884 -0.615 -0.22
H -2.278 -1.129 0.882 0.08
H 2.395 -1.161 -1.407 0.06
H 2.948 0.264 0.526 0.06
N 0.197 1.215 1.378 -0.04
N -1.629 -0.355 0.882 0.06
N -0.274 1.569 0.344 -0.03
H 1.124 -0.035 -1.022 0.04